P | C24H58OsP2Si4 as an isolated structure, computed with ωB97M-V/def2-TZVPD.

```
89
C24H58OsP2Si4 | OMol25 | ωB97M-V/def2-TZVPD
P -4.34167 1.83856 1.77139
P -4.27901 0.68077 -1.14917
C -5.77888 2.23377 0.63924
C -5.93409 1.19167 -0.44728
H -5.59923 3.23280 0.23074
H -6.67956 2.28611 1.26509
H -6.41925 0.27948 -0.08487
H -6.52998 1.57488 -1.28571
C -4.17544 2.14872 -2.29312
H -3.36552 1.99894 -3.01863
H -3.99276 3.08089 -1.73763
H -5.13435 2.22961 -2.82921
C -5.02038 -0.48957 -2.35079
H -5.74426 0.05953 -2.96881
H -5.53446 -1.29056 -1.80366
H -4.23430 -0.91833 -2.98602
C -4.66367 3.24606 2.90118
H -4.00820 3.16980 3.77772
H -5.71690 3.21258 3.21686
H -4.46661 4.18625 2.37064
C -5.32461 0.57381 2.72520
H -5.51915 -0.33014 2.12867
H -6.28630 1.03252 3.00074
H -4.78800 0.29041 3.63872
Os 0.41124 -0.00240 0.89776
C -1.02188 -0.78496 -0.60377
C -0.68428 0.56354 -0.91827
C -1.39774 1.81757 -0.50527
C -1.23531 2.39178 0.91195
C -0.74135 1.43750 1.94755
C -1.22797 0.11443 2.23732
C -2.36518 -0.61836 1.59534
C -2.15245 -1.28855 0.23303
C 1.55647 -0.23721 2.53823
H -0.61078 -1.53547 -1.28085
H -0.08598 0.69167 -1.82333
H -2.48012 1.65831 -0.66132
H -1.12091 2.61370 -1.21871
H -0.52794 3.23487 0.86311
H -2.19825 2.83055 1.23790
H -0.22084 1.93028 2.77781
H -1.04632 -0.21453 3.27052
H -3.21740 0.09034 1.49503
H -2.71824 -1.37813 2.31428
H -2.02065 -2.36974 0.41196
H -3.09675 -1.20373 -0.33692
H 1.84188 -1.28895 2.65890
H 0.97042 0.07973 3.40513
H 2.45282 0.39514 2.47064
C 1.45736 -3.77024 0.76899
Si 2.41575 -2.99477 -0.64982
C 4.06077 -3.91676 -0.82998
C 1.51326 -3.21721 -2.28363
Si 2.51887 -0.68728 -0.11144
Si 4.78847 -0.74090 0.79133
C 6.27065 -1.34946 -0.23029
C 5.20856 1.03522 1.27700
C 4.85425 -1.84581 2.32233
Si 3.10727 0.61134 -2.00371
C 4.89675 0.59733 -2.61929
C 2.06721 0.08065 -3.47566
C 2.69721 2.35383 -1.42723
H 1.08418 -4.74765 0.42649
H 0.59510 -3.16133 1.07857
H 2.09786 -3.93183 1.64802
H 3.81973 -4.95202 -1.11674
H 4.68873 -3.49007 -1.62197
H 4.64699 -3.95435 0.09648
H 0.58149 -2.64543 -2.35223
H 2.15120 -2.94549 -3.13444
H 1.26529 -4.28539 -2.36995
H 6.48771 -0.73882 -1.11179
H 7.14610 -1.28474 0.43519
H 6.18233 -2.39276 -0.55108
H 4.47811 1.45912 1.97747
H 6.18635 1.00846 1.78242
H 5.29176 1.70987 0.41482
H 4.33910 -1.38429 3.17470
H 4.43121 -2.84710 2.16418
H 5.91510 -1.96773 2.59449
H 5.24361 -0.41525 -2.86500
H 4.92550 1.19453 -3.54500
H 5.60536 1.04802 -1.91190
H 1.01444 -0.10791 -3.23742
H 2.11234 0.89924 -4.20942
H 2.48218 -0.82172 -3.94485
H 1.70582 2.41537 -0.95782
H 3.43690 2.73152 -0.70853
H 2.70321 3.00589 -2.31260
```

Output
⟨S²⟩   6.030
HOMO (alpha / beta)   -13.1855 / -13.3887 eV
Total charge   +2
Multiplicity   5

---

Q | C24H58OsP2Si4 as an isolated structure, computed with ωB97M-V/def2-TZVPD.

```
89
C24H58OsP2Si4 | OMol25 | ωB97M-V/def2-TZVPD
P -0.02279 -2.66415 -3.63981
P 0.29537 1.27452 -3.67418
C -0.30258 -1.35788 -4.91454
C 0.54399 -0.05493 -4.94268
H -1.38139 -1.12673 -4.93180
H -0.09837 -1.87952 -5.86488
H 1.62383 -0.28318 -4.99868
H 0.30534 0.45158 -5.89289
C -1.24448 2.10131 -4.16057
H -1.53006 2.85244 -3.41316
H -2.06976 1.38243 -4.28016
H -1.07802 2.60511 -5.11922
C 1.58692 2.45605 -4.24976
H 1.29566 2.90458 -5.19961
H 2.54729 1.93135 -4.36892
H 1.71660 3.25224 -3.50237
C -1.19363 -3.94998 -4.19046
H -1.19347 -4.78033 -3.47630
H -0.89370 -4.32229 -5.17611
H -2.20830 -3.52925 -4.25486
C 1.59974 -3.39062 -4.04705
H 2.38554 -2.63020 -4.16436
H 1.50747 -3.94567 -4.98830
H 1.90275 -4.09043 -3.25658
Os -0.19518 -0.82858 0.40147
C 0.61336 1.40533 -1.98774
C -0.65271 0.78415 -1.31669
C -1.42307 -0.34708 -1.96962
C -1.36206 -1.77095 -1.38567
C -0.17550 -2.65868 -1.94327
C 1.09034 -1.97123 -1.31999
C 1.81546 -0.89615 -2.05222
C 1.83606 0.55359 -1.51755
C 0.12787 -2.50417 1.44260
H 0.71772 2.45586 -1.68771
H -1.31295 1.52262 -0.83586
H -1.12075 -0.41584 -3.03153
H -2.48483 -0.04086 -2.03861
H -1.46962 -1.82524 -0.21358
H -2.32022 -2.26237 -1.63723
H -0.27976 -3.68756 -1.57407
H 1.73833 -2.68846 -0.78755
H 1.40732 -0.86694 -3.07975
H 2.85743 -1.24339 -2.19589
H 1.85430 0.53005 -0.40723
H 2.76252 1.03690 -1.85765
H 1.04697 -2.38161 2.03543
H 0.27560 -3.34188 0.74858
H -0.70350 -2.72230 2.12713
C 3.27561 0.28110 2.15060
Si 1.92059 1.46476 2.71402
C 2.25196 1.90084 4.52495
C 2.00905 3.07172 1.73281
Si -0.16936 0.36132 2.31351
Si -0.53877 -0.60848 4.47120
C -0.66095 0.57346 5.94197
C -2.16912 -1.54219 4.31995
C 0.89101 -1.77721 4.86111
Si -2.00786 1.85672 2.18904
C -2.64232 2.46674 3.86357
C -1.51604 3.37609 1.19100
C -3.41182 0.91922 1.35926
H 4.14019 0.87394 1.81564
H 2.96040 -0.36340 1.31844
H 3.59931 -0.36633 2.97712
H 3.25239 2.35786 4.57738
H 1.52844 2.63440 4.90345
H 2.24582 1.03028 5.19254
H 1.79606 2.93006 0.66558
H 1.31955 3.83017 2.12502
H 3.03295 3.46611 1.82247
H -1.57956 1.16950 5.93611
H -0.67356 -0.05206 6.84803
H 0.19113 1.25694 6.02420
H -2.12817 -2.33852 3.56746
H -2.37304 -2.00674 5.29676
H -3.01137 -0.88256 4.07337
H 0.85461 -2.68067 4.24088
H 1.87742 -1.31270 4.73387
H 0.79131 -2.08095 5.91421
H -1.85160 2.94195 4.45792
H -3.41932 3.22172 3.66738
H -3.09599 1.66788 4.46349
H -0.97642 3.14153 0.26646
H -2.43732 3.91342 0.91987
H -0.88858 4.05202 1.78660
H -3.07248 0.36681 0.47231
H -3.87404 0.20034 2.04933
H -4.17714 1.64330 1.04255
```

Output
⟨S²⟩   6.025
HOMO (alpha / beta)   -12.1616 / -13.0112 eV
Total charge   +2
Multiplicity   5

---

The least stable of them is Q.

---

P | A 2-piece molecular cluster, H4NOPS2 overall, computed with ωB97M-V/def2-TZVPD.

```
9
H4NOPS2 | OMol25 | ωB97M-V/def2-TZVPD
N -0.54512 0.76126 -1.19619
O 1.65309 -1.78534 0.23540
P -1.02450 0.93775 0.39698
S -2.88905 1.41147 0.69135
S 0.54069 1.03124 1.57825
H 0.30798 0.37003 -1.40505
H -1.09996 1.00210 -1.91672
H 1.80925 -2.59426 0.69809
H 1.24764 -1.13426 0.91788
```

Output
HOMO   -9.6379 eV
Total charge   0
Multiplicity   1

---

Q | H4NOPS2 as an isolated structure, computed with ωB97M-V/def2-TZVPD.

```
9
H4NOPS2 | OMol25 | ωB97M-V/def2-TZVPD
N 0.14610 -0.48885 1.37356
O 0.64103 -0.42375 -1.65649
P -0.70488 0.12552 0.01679
S -2.51446 -0.64176 -0.27810
S -0.21390 2.12011 0.12586
H 1.21263 -0.50521 1.28650
H -0.40739 -1.39599 1.42615
H 0.20770 -1.09267 -2.07137
H -1.03661 2.51651 -0.96899
```

Output
HOMO   -9.6061 eV
Total charge   0
Multiplicity   1

---

The least stable of them is Q.

---

P | C5H10N2O2 as an isolated structure, computed with ωB97M-V/def2-TZVPD.

```
19
C5H10N2O2 | OMol25 | ωB97M-V/def2-TZVPD
C -0.62326 -1.62794 -1.19091
C 0.83580 -1.91399 -0.97298
N -0.00827 0.96188 0.86464
C 0.34857 1.98009 1.73252
N 0.52250 1.56217 3.03349
C -0.29657 1.19480 -0.47780
C -0.74675 0.26869 -1.31817
O -1.05370 -2.16459 -2.37688
O 0.45523 3.13948 1.39190
H -2.01169 -2.07339 -2.44018
H -0.19798 0.04291 1.23368
H -1.32135 -0.97181 -0.51869
H 0.92222 2.25143 3.64902
H 0.73836 0.60205 3.24198
H -0.19945 2.24051 -0.74545
H -0.97129 0.52067 -2.34556
H 1.22885 -1.37614 -0.11315
H 0.95075 -2.98522 -0.79554
H 1.42803 -1.65156 -1.85192
```

Output
HOMO   -7.9944 eV
Total charge   0
Multiplicity   1

---

Q | A single C5H10N2O2 molecule, computed with ωB97M-V/def2-TZVPD.

```
19
C5H10N2O2 | OMol25 | ωB97M-V/def2-TZVPD
C 1.09868 0.28923 -1.30202
C 2.11244 -0.48679 0.76706
N 0.96181 0.11518 0.12815
C 0.27758 1.13107 0.85647
C -1.55268 -0.22908 0.17999
N -2.56080 -0.43517 -0.73752
C -1.12915 1.02964 0.53618
O -1.20909 -1.32949 0.90066
O 0.83663 1.86400 1.64791
H -1.50557 -2.13269 0.44330
H -2.98103 0.39934 -1.11531
H -3.20041 -1.20235 -0.59616
H -1.77933 1.88858 0.50414
H 1.22835 -0.67938 -1.78915
H 1.97381 0.91405 -1.53491
H 0.21433 0.78264 -1.69798
H 3.01558 0.11881 0.64069
H 1.90788 -0.56460 1.83377
H 2.29098 -1.47299 0.33472
```

Output
SMILES string   CN(C)C(=O)/C=C(/N)O
HOMO   -8.2685 eV
Total charge   0
Multiplicity   1

---

The least stable of them is P.